Entry 1:
Here is a structure of composition C5H7NO from OMol25. Energies are from ωB97M-V/def2-TZVPD.

Results
- Kohn-Sham gap: 9.2 eV
- Energy above the lowest of the compared OMol25 structures with the same formula, charge and spin: 533.6 kJ/mol

Structure (ORCA input):
```
! wB97M-V def2-TZVPD RIJCOSX def2/J DEFGRID3
* xyz 0 1
O -1.563 0.989 -0.805
N 1.041 -0.127 1.043
C 0.089 -1.460 0.390
C -0.438 -0.252 1.104
C -0.542 0.937 0.151
C 0.809 0.438 -0.364
C 0.498 -0.900 -1.000
H -0.936 -0.342 2.067
H -2.292 1.512 -0.453
H 1.276 -1.301 1.006
H 1.381 -1.418 -1.385
H -0.429 1.885 0.691
H 1.544 1.134 -0.773
H -0.288 -0.896 -1.760
*
```

Just the Mulliken charges please, in e? Sure, here they are: number 1, O, carries -0.53; number 2, N, carries -0.45; number 3, C, carries -0.66; number 4, C, carries -0.18; number 5, C, carries 0.05; number 6, C, carries -0.32; number 7, C, carries -0.41; number 8, H, carries 0.36; number 9, H, carries 0.32; number 10, H, carries 0.41; number 11, H, carries 0.29; number 12, H, carries 0.39; number 13, H, carries 0.43; number 14, H, carries 0.31

***

Entry 2:
Here is the molecule C5H7NO from OMol25. Energies are from ωB97M-V/def2-TZVPD.

Results
- Kohn-Sham gap: 9.2 eV
- Energy above the lowest of the compared OMol25 structures with the same formula, charge and spin: 361.2 kJ/mol

Structure (ORCA input):
```
! wB97M-V def2-TZVPD RIJCOSX def2/J DEFGRID3
* xyz 0 1
O 1.107 0.691 0.967
N 1.932 -1.299 0.045
C -0.646 1.171 -0.645
C -0.080 -0.161 -0.843
C 1.113 -0.339 0.078
C 0.088 1.631 0.557
C -1.343 -0.933 -0.291
H 0.083 -0.518 -1.860
H 0.572 2.582 0.291
H 2.630 -1.210 0.784
H -0.997 -1.956 -0.182
H -0.583 1.832 1.398
H -2.181 -0.892 -0.989
H -1.695 -0.598 0.691
*
```

Just the Mulliken charges please, in e? Sure, here they are: number 1, O, carries -0.42; number 2, N, carries -0.68; number 3, C, carries -0.86; number 4, C, carries 0.57; number 5, C, carries 0.26; number 6, C, carries -0.08; number 7, C, carries -1.25; number 8, H, carries 0.50; number 9, H, carries 0.32; number 10, H, carries 0.28; number 11, H, carries 0.38; number 12, H, carries 0.30; number 13, H, carries 0.36; number 14, H, carries 0.33